# 1
This record from the Open Molecules 2025 dataset describes a 14-piece molecular cluster, C5H37N2O14 overall. The level of theory is ωB97M-V/def2-TZVPD.

The lowest unoccupied orbital energy comes out at 2.594 eV. The calculation puts the relative energy (zero: lowest compared OMol25 entry of this formula, charge and spin) at 130.5 kcal/mol. As for the frontier orbital gap: 9.006 eV.

The geometry in ORCA input format:
```
! wB97M-V def2-TZVPD RIJCOSX def2/J DEFGRID3
* xyz -1 1
C 1.042 -1.111 3.376
O 1.985 -1.854 2.748
C -0.447 -1.362 2.654
C -0.573 -0.773 1.330
C -1.685 -1.358 0.404
C -3.845 -0.455 -0.088
N -2.598 -0.331 0.111
N -1.557 -1.036 3.559
H 1.234 -0.063 3.124
H 0.814 -1.121 4.485
H -0.320 -2.553 2.546
H 0.404 -0.778 0.835
H -0.651 0.365 1.283
H -2.114 -2.113 1.006
H -1.190 -1.926 -0.432
H -4.457 0.403 -0.243
H -4.398 -1.389 -0.212
H -2.432 -1.294 3.144
H -1.454 -0.148 3.841
H 1.850 -3.235 0.714
H 2.005 -3.466 -0.827
O 2.188 -3.859 0.070
H -1.735 3.255 -1.128
H -0.414 4.102 -0.560
O -1.375 3.977 -0.478
H -2.094 1.669 -2.879
H -2.471 1.220 -1.374
O -2.594 1.879 -1.978
H 2.215 -1.476 1.854
H 3.324 -0.385 -0.262
O 2.601 -0.510 0.390
H -1.910 1.748 1.683
H -1.606 2.988 0.688
O -1.357 2.533 1.651
H 0.942 -1.669 -2.165
H 1.065 -3.038 -2.990
O 0.975 -2.632 -2.033
H -0.115 -4.801 0.080
H -0.156 -3.461 -0.787
O -0.622 -4.148 -0.171
H 1.520 1.838 2.955
H 0.350 2.517 2.335
O 1.178 2.735 2.839
H 1.017 -0.061 -2.472
H 2.006 -0.051 -3.824
O 1.245 -0.422 -3.527
H 1.566 2.859 0.079
H 1.968 4.204 -0.014
O 1.323 3.649 -0.515
H 2.727 1.212 -2.430
H 2.194 2.653 -1.978
O 2.733 2.064 -2.611
H 0.403 0.875 -0.772
H 1.945 -0.094 -0.281
O 1.094 0.382 -1.182
H -0.157 0.585 -3.730
H -0.562 2.027 -4.074
O -1.022 1.236 -3.765
*
```

=====

# 2
This record from the Open Molecules 2025 dataset describes a 13-piece molecular cluster, C5H37NO12 overall. The level of theory is ωB97M-V/def2-TZVPD.

The lowest unoccupied orbital energy comes out at 0.157 eV. The calculation puts the relative energy (zero: lowest compared OMol25 entry of this formula, charge and spin) at 62.0 kcal/mol. As for the frontier orbital gap: 9.154 eV.

The geometry in ORCA input format:
```
! wB97M-V def2-TZVPD RIJCOSX def2/J DEFGRID3
* xyz 0 1
C 0.361 -0.457 1.891
N -0.111 1.004 2.200
C -0.475 1.058 3.679
C -2.491 1.504 1.465
C -0.969 1.713 1.335
C -0.827 3.251 1.422
H -0.363 -1.148 1.564
H 1.072 -0.285 1.074
H 0.873 -0.789 2.733
H -1.148 0.222 4.135
H -0.950 2.133 3.691
H 0.513 1.279 4.285
H -2.876 2.458 1.263
H -2.751 1.300 2.514
H -2.820 0.688 0.925
H -0.693 1.516 0.265
H -1.506 3.779 0.699
H -1.051 3.540 2.388
H 0.071 3.485 1.002
H -3.608 -1.721 -0.615
H -3.110 -1.348 -2.006
O -3.299 -0.948 -1.134
H 3.056 1.631 -1.316
H 2.238 1.471 0.020
O 2.288 1.138 -0.919
H 1.826 -1.367 -3.420
H 1.932 -2.683 -2.554
O 2.419 -2.153 -3.246
H -2.752 2.534 -2.769
H -2.063 2.017 -3.956
O -2.166 2.768 -3.428
H -2.945 -3.473 -2.532
H -1.586 -2.814 -3.033
O -2.563 -2.703 -2.988
H 3.251 4.325 -0.332
H 3.733 3.006 0.331
O 3.617 3.495 -0.481
H -0.129 -4.381 1.347
H 0.129 -3.453 0.210
O -0.605 -3.698 0.913
H 1.290 0.535 -2.276
H 0.381 0.683 -3.529
O 0.911 0.093 -3.040
H 2.257 -2.635 -0.177
H 1.973 -4.318 -0.146
O 1.679 -3.392 -0.214
H -2.264 -3.460 -0.327
H -3.096 -3.208 0.792
O -3.197 -3.562 -0.085
H 1.613 1.737 1.911
H 3.027 1.277 1.989
O 2.500 1.937 1.585
H 2.915 -0.566 -0.631
H 3.304 -1.540 -1.720
O 3.185 -1.475 -0.755
*
```

=====

# 3
This record from the Open Molecules 2025 dataset describes a 13-piece molecular cluster, C5H37NO12 overall. The level of theory is ωB97M-V/def2-TZVPD.

The lowest unoccupied orbital energy comes out at 0.202 eV. The calculation puts the relative energy (zero: lowest compared OMol25 entry of this formula, charge and spin) at 64.2 kcal/mol. As for the frontier orbital gap: 9.456 eV.

The geometry in ORCA input format:
```
! wB97M-V def2-TZVPD RIJCOSX def2/J DEFGRID3
* xyz 0 1
C 2.175 -3.287 1.767
C 1.316 -2.650 0.690
C 2.275 -1.759 -0.115
C 1.989 -1.847 -1.645
C 2.428 -0.682 -2.471
N 0.325 -1.672 1.384
H 3.020 -3.893 1.336
H 1.667 -3.967 2.433
H 2.746 -2.612 2.389
H 0.780 -3.359 0.096
H 3.257 -2.209 0.136
H 2.215 -0.777 0.355
H 0.924 -1.965 -1.636
H 2.419 -2.694 -2.192
H 2.380 0.226 -1.846
H 1.644 -0.555 -3.297
H 3.250 -0.705 -3.146
H -0.468 -2.295 1.615
H 0.189 -0.907 0.766
H -1.899 -2.699 -2.701
H -1.087 -1.558 -2.056
O -1.115 -2.510 -2.168
H -4.740 -0.753 2.239
H -4.660 -2.249 1.910
O -4.865 -1.409 1.505
H -1.733 1.212 2.556
H -1.604 0.193 1.306
O -1.186 0.610 2.059
H 4.525 1.814 -1.155
H 4.581 0.863 0.139
O 4.217 1.660 -0.256
H -3.095 3.582 1.160
H -2.312 2.176 1.397
O -3.158 2.628 1.148
H 1.149 2.827 2.882
H 1.368 4.218 2.551
O 0.604 3.655 2.705
H 0.228 -1.485 -5.256
H 0.264 0.096 -5.203
O -0.124 -0.703 -4.841
H 2.223 1.485 1.637
H 3.227 2.644 0.991
O 2.595 2.360 1.670
H -3.313 -0.702 0.492
H -2.510 -1.318 -0.655
O -2.687 -0.490 -0.203
H -1.681 3.692 -1.112
H -2.968 3.610 -1.865
O -2.450 4.214 -1.335
H -4.879 0.925 1.286
H -4.127 1.754 2.356
O -4.829 1.073 2.251
H 0.371 1.509 -0.167
H 0.846 2.724 -0.844
O 0.293 1.962 -1.040
*
```

=====

# 4
This record from the Open Molecules 2025 dataset describes a 13-piece molecular cluster, C5H37NO13 overall. The level of theory is ωB97M-V/def2-TZVPD.

The lowest unoccupied orbital energy comes out at 0.055 eV. The calculation puts the relative energy (zero: lowest compared OMol25 entry of this formula, charge and spin) at 122.6 kcal/mol. As for the frontier orbital gap: 8.644 eV.

The geometry in ORCA input format:
```
! wB97M-V def2-TZVPD RIJCOSX def2/J DEFGRID3
* xyz 0 1
C 1.215 -0.514 -3.446
N 0.399 -1.662 -2.938
C -0.467 -2.354 -3.782
O -1.745 -2.311 -3.099
C 1.338 0.380 -2.182
C 2.723 0.868 -1.899
C 2.842 2.391 -1.462
H 0.697 -0.141 -4.360
H 2.197 -0.821 -3.879
H 0.707 -2.097 -2.080
H -0.733 -1.819 -4.741
H -0.351 -3.479 -3.902
H -1.794 -2.445 -2.138
H 0.602 1.243 -2.265
H 0.910 -0.046 -1.251
H 3.404 0.818 -2.794
H 3.348 0.252 -1.234
H 2.573 3.145 -2.140
H 3.876 2.500 -1.098
H 2.220 2.586 -0.545
H -1.931 -3.855 -0.250
H -3.117 -3.157 -1.252
O -2.377 -3.725 -1.101
H 2.507 -1.045 2.831
H 4.039 -1.206 2.344
O 3.121 -1.407 2.197
H -2.672 1.746 2.350
H -2.552 3.232 1.766
O -2.703 2.683 2.577
H -0.248 3.343 3.696
H -1.030 3.968 2.639
O -0.208 3.496 2.744
H 0.105 1.534 2.438
H -0.366 0.435 3.564
O 0.339 0.778 2.985
H -0.780 -2.644 4.468
H -1.236 -2.532 2.950
O -0.883 -2.081 3.712
H -0.601 4.499 0.231
H 0.529 4.844 1.235
O 0.136 5.155 0.393
H -2.022 -4.194 1.846
H -0.666 -3.498 1.379
O -1.674 -3.426 1.356
H 1.162 -3.734 0.331
H 1.429 -3.027 1.601
O 0.895 -3.755 1.249
H 3.453 1.106 1.403
H 4.441 0.844 0.454
O 4.374 0.831 1.413
H -2.976 0.917 -3.109
H -2.961 -0.485 -2.292
O -3.242 0.426 -2.345
H -2.438 2.974 -0.269
H -3.746 3.824 0.014
O -2.824 3.703 0.229
*
```

=====

# 5
This record from the Open Molecules 2025 dataset describes a 13-piece molecular cluster, C5H37NO13 overall. The level of theory is ωB97M-V/def2-TZVPD.

The lowest unoccupied orbital energy comes out at 0.127 eV. The calculation puts the relative energy (zero: lowest compared OMol25 entry of this formula, charge and spin) at 7.6 kcal/mol. As for the frontier orbital gap: 10.588 eV.

The geometry in ORCA input format:
```
! wB97M-V def2-TZVPD RIJCOSX def2/J DEFGRID3
* xyz 0 1
C 0.614 0.394 2.384
C 0.982 -0.233 1.045
C 0.792 0.762 -0.112
C -0.519 0.514 -0.866
C -0.383 -0.580 -1.926
O 0.785 -0.408 -2.723
N 2.420 -0.633 1.045
H 1.179 1.287 2.596
H -0.452 0.663 2.381
H 0.747 -0.339 3.185
H 0.379 -1.158 0.872
H 1.622 0.692 -0.815
H 0.814 1.778 0.254
H -1.271 0.204 -0.183
H -0.820 1.471 -1.336
H -1.173 -0.535 -2.680
H -0.372 -1.578 -1.473
H 1.577 -0.846 -2.230
H 2.578 -1.385 1.776
H 3.040 0.128 1.197
H 1.150 2.419 -3.869
H 0.943 1.261 -2.808
O 0.962 2.262 -2.957
H 2.644 -1.132 -0.033
H 3.365 -1.853 -1.646
O 2.529 -1.645 -1.233
H -2.941 -2.474 2.347
H -1.982 -2.398 1.177
O -2.447 -1.841 1.832
H -3.429 -0.344 1.820
H -4.440 0.460 0.970
O -4.003 0.422 1.842
H -3.385 2.019 1.742
H -2.032 2.709 1.493
O -2.970 2.885 1.523
H -0.289 -3.620 -0.042
H -1.640 -3.969 -0.674
O -1.264 -3.619 0.127
H 3.430 2.593 0.086
H 4.906 2.248 0.484
O 4.006 2.192 0.780
H 1.801 -2.813 -0.715
H 1.829 -4.423 -0.768
O 1.425 -3.694 -0.309
H 2.142 2.865 -1.892
H 2.519 4.264 -1.206
O 2.775 3.343 -1.294
H -4.580 1.626 -0.906
H -4.227 0.168 -1.317
O -4.816 0.675 -0.737
H -3.031 3.282 -1.471
H -3.618 3.215 -0.013
O -3.848 3.179 -0.992
H 1.652 -3.618 2.826
H 2.026 -3.561 1.258
O 2.299 -3.285 2.186
*
```

=====

# 6
This record from the Open Molecules 2025 dataset describes a 14-piece molecular cluster, C5H37NO13 overall. The level of theory is ωB97M-V/def2-TZVPD.

The lowest unoccupied orbital energy comes out at -0.011 eV. The calculation puts the relative energy (zero: lowest compared OMol25 entry of this formula, charge and spin) at 65.5 kcal/mol. As for the frontier orbital gap: 7.888 eV.

The geometry in ORCA input format:
```
! wB97M-V def2-TZVPD RIJCOSX def2/J DEFGRID3
* xyz 0 1
C 0.816 -0.409 0.995
C 1.395 0.294 -0.248
N 0.103 2.674 1.174
C 0.088 2.489 -0.191
C 0.697 1.481 -0.839
C -0.766 3.512 -0.920
H -0.012 -1.053 0.709
H 0.365 0.272 1.718
H 1.596 -0.844 1.620
H 2.446 0.464 -0.008
H 1.490 -0.466 -1.018
H -0.399 3.426 1.612
H 0.872 2.274 1.675
H 0.630 1.504 -1.919
H -1.578 3.883 -0.302
H -1.183 3.099 -1.835
H -0.080 4.299 -1.244
H -5.465 -1.435 -0.056
H -4.195 -1.870 -0.755
O -4.909 -2.210 -0.204
H 3.528 0.033 -3.225
H 2.765 1.073 -4.159
O 3.555 0.542 -4.042
H 1.564 -3.704 -2.117
H 0.865 -2.394 -2.032
O 1.118 -3.161 -1.451
H -1.891 -1.842 -1.507
H -2.271 -0.627 -2.336
O -1.787 -1.468 -2.405
H -0.523 1.159 3.745
H 0.175 0.831 5.058
O -0.437 1.459 4.657
H -0.275 -1.061 -3.012
H 0.973 -1.017 -4.074
O 0.698 -1.130 -3.160
H 2.753 2.861 -1.343
H 4.174 2.493 -1.860
O 3.484 2.242 -1.231
H -2.863 0.911 -0.777
H -3.675 1.422 0.304
O -3.800 1.079 -0.594
H -1.856 -1.447 1.181
H -3.450 -1.526 0.887
O -2.703 -0.993 1.193
H 3.462 3.419 1.847
H 3.993 3.751 0.431
O 3.349 4.007 1.097
H -1.919 -3.760 -0.311
H -0.443 -3.265 -0.740
O -1.241 -3.088 -0.200
H 0.487 -2.923 2.037
H 1.298 -4.204 2.316
O 0.517 -3.713 2.595
H -1.232 -2.161 4.278
H 0.079 -2.959 4.266
O -0.380 -2.228 4.719
*
```

=====

# 7
This record from the Open Molecules 2025 dataset describes a 14-piece molecular cluster, C5H38N2O13 overall. The level of theory is ωB97M-V/def2-TZVPD.

The lowest unoccupied orbital energy (spin up / spin down) comes out at 2.642 / 2.542 eV. The calculation puts the relative energy (zero: lowest compared OMol25 entry of this formula, charge and spin) at 0.0 kcal/mol. As for the expectation value of S²: 0.751. As for the frontier orbital gap (spin up / spin down): 2.222 / 7.979 eV.

The geometry in ORCA input format:
```
! wB97M-V def2-TZVPD RIJCOSX def2/J DEFGRID3
* xyz -1 2
C -1.088 -0.228 3.321
C 0.253 -0.430 2.580
C 0.978 0.901 2.419
C 0.281 1.975 1.637
C -0.498 1.730 0.569
N -0.933 2.723 -0.321
N 1.078 -1.423 3.278
H -0.966 -0.351 4.403
H -1.855 -0.872 2.912
H -1.515 0.778 3.302
H 0.054 -0.919 1.624
H 1.381 1.318 3.349
H 1.914 0.605 1.904
H 0.358 3.008 1.968
H -0.826 0.735 0.307
H -0.492 3.597 -0.105
H -0.860 2.408 -1.280
H 0.519 -2.149 3.701
H 1.723 -1.030 3.946
H -4.376 0.110 -0.547
H -3.930 1.628 -0.588
O -4.236 0.879 -1.106
H 4.151 -2.258 2.287
H 2.844 -1.527 1.847
O 3.708 -1.849 1.542
H 2.999 0.958 -2.707
H 3.529 0.568 -1.291
O 2.832 1.074 -1.764
H 1.250 -3.127 -2.505
H 0.464 -1.659 -2.566
O 0.456 -2.616 -2.356
H -1.715 -2.571 -2.848
H -3.238 -2.156 -2.910
O -2.589 -2.685 -2.444
H -2.681 -0.498 0.552
H -3.646 -1.176 1.523
O -3.389 -0.322 1.159
H -2.049 -3.203 1.576
H -1.228 -4.241 2.453
O -1.591 -3.359 2.424
H -0.689 -3.768 -0.447
H -1.937 -2.943 -0.969
O -1.499 -3.326 -0.183
H 1.181 2.834 -2.513
H 0.642 3.927 -3.451
O 0.752 2.977 -3.365
H -2.729 2.206 -3.770
H -3.493 1.906 -2.423
O -2.702 2.289 -2.819
H 4.914 0.606 0.229
H 4.515 -0.705 0.269
O 4.936 -0.114 -0.406
H 2.130 2.794 -0.724
H 1.578 3.677 0.304
O 1.772 3.696 -0.640
H 1.499 -0.600 -4.002
H 1.269 0.394 -2.862
O 0.790 -0.199 -3.473
*
```

=====

# 8
This record from the Open Molecules 2025 dataset describes a 13-piece molecular cluster, C5H38N2O13 overall. The level of theory is ωB97M-V/def2-TZVPD.

The lowest unoccupied orbital energy comes out at -0.395 eV. The calculation puts the relative energy (zero: lowest compared OMol25 entry of this formula, charge and spin) at 128.6 kcal/mol. As for the frontier orbital gap: 8.037 eV.

The geometry in ORCA input format:
```
! wB97M-V def2-TZVPD RIJCOSX def2/J DEFGRID3
* xyz 0 1
C -1.592 -0.829 -0.514
N -1.135 0.509 -0.100
C 0.356 0.533 -0.229
O 0.675 -0.575 0.608
C -1.690 -1.996 0.531
C -3.106 -2.544 0.583
C -4.162 -1.488 0.887
N -0.690 -3.005 0.120
H -2.510 -0.743 -1.108
H -0.754 -1.077 -1.159
H -1.414 0.781 0.837
H 0.745 0.599 -1.243
H 0.676 1.553 0.093
H 1.587 -0.877 0.796
H -1.373 -1.483 1.468
H -3.225 -2.993 -0.436
H -3.021 -3.517 1.079
H -5.195 -1.822 0.824
H -4.111 -0.889 1.787
H -3.908 -0.768 0.092
H -0.970 -3.840 0.599
H 0.259 -2.701 0.137
H 1.240 4.073 -0.820
H 0.142 5.086 -0.772
O 1.122 5.030 -0.824
H -0.370 3.994 0.484
H -1.763 3.271 0.075
O -0.964 3.704 -0.218
H 3.618 0.827 -1.418
H 2.665 0.647 -2.516
O 3.391 1.235 -2.265
H 1.142 -2.446 3.368
H 0.099 -1.679 2.642
O 0.666 -2.457 2.526
H 3.352 -0.854 2.384
H 3.517 0.618 2.287
O 3.044 -0.107 1.851
H -3.526 2.075 1.730
H -4.546 1.059 2.368
O -3.672 1.446 2.445
H -0.887 -4.219 -2.514
H 0.526 -4.102 -2.914
O -0.150 -3.603 -2.434
H -0.267 -1.562 -2.990
H -0.864 -0.347 -3.518
O -0.284 -1.061 -3.826
H 0.673 0.721 -4.164
H 1.398 1.997 -3.977
O 0.581 1.660 -4.374
H 1.810 1.717 1.587
H 2.146 3.145 1.938
O 1.413 2.599 1.620
H 1.341 0.546 4.827
H 1.332 1.804 4.112
O 1.530 1.481 5.002
H 1.704 -2.057 -1.472
H 3.165 -2.001 -2.099
O 2.585 -1.664 -1.405
*
```

=====

The records above yield total energy values of -1375.517542 -1170.251574 -1170.248044 -1245.459175 -1245.642376 -1245.550154 -1300.882481 -1300.808299 Eh, respectively.
The records above yield max |F| values of 8.9 4.7 3.8 3.8 2.7 1.3 1.9 3.3 eV/A, respectively.